[1]
{
  "formula": "C20H46BN3O",
  "method": "the ωB97M-V functional and the def2-TZVPD basis",
  "fmax_ev_per_a": 0.817,
  "charge": 0,
  "e_tot_ha": -1053.73323,
  "elements": ["O", "N", "N", "N", "C", "C", "C", "C", "C", "C", "C", "C", "C", "C", "C", "C", "C", "C", "C", "C", "C", "C", "C", "C", "B", "H", "H", "H", "H", "H", "H", "H", "H", "H", "H", "H", "H", "H", "H", "H", "H", "H", "H", "H", "H", "H", "H", "H", "H", "H", "H", "H", "H", "H", "H", "H", "H", "H", "H", "H", "H", "H", "H", "H", "H", "H", "H", "H", "H", "H", "H"],
  "positions_angstrom": [[2.621, 0.104, -0.636], [3.661, 0.679, -0.847], [-4.798, 0.258, 3.396], [-6.297, 1.083, 0.790], [5.222, 2.402, 0.186], [-3.109, -3.128, 0.863], [-1.910, -0.870, -1.564], [5.316, -0.769, -1.821], [4.452, 1.099, 0.379], [-0.495, 0.776, 1.273], [-5.553, 2.294, 1.071], [-4.146, -0.708, 2.502], [-1.482, -2.180, -0.893], [-1.807, -2.370, 0.596], [-1.415, 1.082, 0.080], [3.251, -0.128, -3.133], [5.393, -0.102, 0.607], [-5.558, -0.038, 0.241], [6.209, -0.469, -0.624], [3.472, 1.285, 1.523], [5.030, 1.575, -2.795], [4.332, 0.368, -2.179], [-4.390, -2.462, 0.336], [-1.046, 0.348, -1.222], [-5.098, -1.289, 1.267], [-1.022, 0.294, 2.098], [-5.843, 3.116, 0.404], [-2.952, -0.640, -1.327], [6.076, 2.321, -0.474], [0.001, 0.017, -1.163], [2.884, 0.396, 1.734], [-1.097, 1.054, -2.056], [4.052, 1.535, 2.412], [-1.935, -3.013, -1.444], [6.041, 0.163, 1.446], [-0.986, -2.940, 1.048], [-2.444, 0.825, 0.340], [-0.399, -2.280, -1.040], [-4.674, 0.329, -0.316], [6.805, -1.355, -0.401], [-2.978, -4.135, 0.442], [-4.769, -0.033, 4.365], [-1.418, 2.159, -0.110], [2.489, 0.635, -3.291], [3.728, -0.344, -4.089], [4.568, 3.195, -0.178], [5.987, 1.807, -2.342], [2.787, 2.108, 1.315], [-1.822, -1.411, 1.119], [6.924, 0.322, -0.862], [-6.209, -0.558, -0.473], [5.909, -0.962, -2.718], [-5.136, -3.253, 0.201], [-4.386, 1.181, 3.344], [4.783, -0.954, 0.920], [4.724, -1.666, -1.620], [-7.119, 1.285, 0.239], [5.214, 1.339, -3.842], [-6.114, -1.732, 1.797], [2.764, -1.028, -2.771], [4.396, 2.461, -2.758], [5.593, 2.698, 1.166], [-4.483, 2.115, 0.927], [-5.703, 2.636, 2.100], [-0.030, 1.684, 1.666], [-3.907, -1.606, 3.088], [-3.190, -0.306, 2.137], [0.308, 0.106, 0.956], [-1.871, -1.030, -2.647], [-4.184, -2.105, -0.685], [-3.211, -3.272, 1.945]]
}

***

[2]
{
  "formula": "C20H46BiOP4S",
  "method": "the ωB97M-V functional and the def2-TZVPD basis",
  "fmax_ev_per_a": 2.159,
  "charge": 3,
  "e_above_lowest_kj_mol": 113.1,
  "elements": ["Bi", "S", "P", "P", "P", "P", "O", "C", "C", "C", "C", "C", "C", "C", "C", "C", "C", "C", "C", "C", "C", "C", "C", "C", "C", "C", "C", "H", "H", "H", "H", "H", "H", "H", "H", "H", "H", "H", "H", "H", "H", "H", "H", "H", "H", "H", "H", "H", "H", "H", "H", "H", "H", "H", "H", "H", "H", "H", "H", "H", "H", "H", "H", "H", "H", "H", "H", "H", "H", "H", "H", "H", "H"],
  "positions_angstrom": [[0.155, 0.320, 0.038], [1.952, -1.415, -1.452], [-2.832, 0.234, 2.406], [1.207, 2.568, 1.181], [1.519, -1.283, 1.825], [-1.631, 2.247, -1.272], [-1.542, 0.461, 1.622], [1.178, -1.005, 3.582], [2.581, -2.613, -2.575], [1.810, -3.665, -3.086], [4.533, -3.466, -3.724], [1.947, 2.261, 2.813], [-2.784, 1.381, -2.396], [0.109, 3.994, 1.463], [-4.087, -0.504, 1.379], [-2.817, 3.242, -0.285], [-3.439, 1.819, 2.969], [-2.502, -0.800, 3.819], [3.950, -2.515, -2.902], [2.395, -4.617, -3.922], [-1.090, -2.048, -4.197], [3.336, -1.228, 1.755], [-0.851, 3.504, -2.343], [1.035, -3.024, 1.554], [2.541, 3.280, 0.171], [3.747, -4.499, -4.263], [-1.982, -2.643, -3.391], [0.662, 4.761, 2.028], [0.750, -3.708, -2.859], [2.148, 3.616, -0.799], [-3.695, 2.635, -0.029], [1.794, -5.426, -4.334], [-3.145, 4.111, -0.874], [-3.428, 2.542, 2.144], [4.537, -1.683, -2.495], [-3.456, -1.123, 4.254], [-3.748, -1.494, 1.038], [3.312, 2.518, -0.010], [3.717, -0.391, 2.358], [0.390, -3.339, 2.390], [-1.323, -1.085, -4.670], [0.471, -3.123, 0.616], [-4.994, -0.605, 1.990], [-2.354, 3.613, 0.636], [-1.656, 4.153, -2.717], [2.745, 1.513, 2.739], [-0.768, 3.687, 2.045], [-1.824, -3.635, -2.965], [1.937, -3.648, 1.513], [4.191, -5.192, -4.964], [-2.885, -2.091, -3.094], [1.568, -0.029, 3.901], [-4.291, 0.142, 0.512], [1.173, 1.884, 3.492], [-1.930, -1.687, 3.522], [1.680, -1.786, 4.167], [-0.111, 4.104, -1.789], [-0.233, 4.426, 0.514], [-3.698, 1.114, -1.847], [-0.344, 3.003, -3.181], [-2.327, 0.465, -2.797], [5.598, -3.401, -3.954], [2.973, 4.129, 0.721], [3.712, -2.178, 2.156], [-3.031, 2.063, -3.219], [-0.138, -2.518, -4.482], [2.361, 3.191, 3.230], [-2.789, 2.175, 3.780], [-4.466, 1.715, 3.338], [0.096, -1.018, 3.780], [0.637, -1.040, -1.857], [-1.940, -0.232, 4.572], [3.685, -1.113, 0.726]]
}

***

[3]
{
  "formula": "C20H46Cl8N2",
  "method": "the ωB97M-V functional and the def2-TZVPD basis",
  "fmax_ev_per_a": 10.259,
  "smiles": "CCN(CC)CC.CCN(CC)CC.ClCCCl.ClCCCl.ClCCCl.ClCCCl",
  "charge": 0,
  "e_above_lowest_kj_mol": 195.2,
  "elements": ["Cl", "Cl", "Cl", "Cl", "Cl", "Cl", "Cl", "Cl", "N", "N", "C", "C", "C", "C", "C", "C", "C", "C", "C", "C", "C", "C", "C", "C", "C", "C", "C", "C", "C", "C", "H", "H", "H", "H", "H", "H", "H", "H", "H", "H", "H", "H", "H", "H", "H", "H", "H", "H", "H", "H", "H", "H", "H", "H", "H", "H", "H", "H", "H", "H", "H", "H", "H", "H", "H", "H", "H", "H", "H", "H", "H", "H", "H", "H", "H", "H"],
  "positions_angstrom": [[36.438, 14.583, 42.765], [35.579, 17.255, 40.806], [29.936, 19.687, 39.072], [31.359, 21.100, 42.960], [32.193, 17.579, 38.330], [30.928, 22.411, 35.850], [32.391, 18.424, 34.832], [34.048, 19.707, 41.571], [31.313, 24.535, 41.624], [30.076, 16.193, 42.186], [29.029, 17.091, 41.903], [30.278, 15.980, 43.624], [32.718, 22.906, 40.609], [32.357, 23.672, 41.730], [31.542, 19.739, 39.965], [34.546, 16.199, 41.842], [33.989, 20.766, 42.946], [32.046, 19.989, 35.724], [32.867, 26.530, 41.897], [31.740, 25.823, 41.099], [30.790, 17.320, 44.285], [30.034, 14.742, 39.939], [28.989, 24.542, 41.598], [27.688, 16.519, 41.959], [32.142, 18.381, 40.031], [34.925, 14.719, 41.810], [30.184, 24.186, 40.803], [31.456, 21.054, 34.817], [32.772, 20.557, 43.760], [29.969, 14.765, 41.501], [29.021, 25.725, 41.778], [32.658, 21.036, 44.777], [30.608, 20.670, 34.125], [32.605, 19.414, 43.936], [32.231, 21.290, 34.088], [32.972, 27.627, 41.555], [34.842, 20.418, 43.688], [33.592, 23.634, 40.038], [32.169, 22.560, 39.733], [29.098, 14.736, 39.407], [27.486, 16.943, 42.949], [29.843, 23.201, 40.467], [27.971, 24.409, 41.201], [30.075, 13.715, 39.684], [31.490, 19.612, 36.340], [31.001, 15.192, 43.618], [33.637, 16.261, 41.297], [31.316, 20.116, 40.988], [31.802, 22.777, 42.241], [31.398, 18.087, 43.870], [29.299, 15.610, 44.057], [31.386, 17.180, 45.219], [31.621, 17.606, 40.693], [29.079, 14.318, 41.970], [33.064, 20.307, 36.167], [30.704, 14.154, 41.947], [29.890, 17.824, 44.433], [33.918, 26.143, 41.865], [34.106, 21.918, 42.614], [35.315, 14.277, 40.849], [32.194, 20.351, 39.496], [28.705, 24.109, 42.373], [30.967, 15.153, 39.446], [30.041, 24.820, 39.790], [28.919, 17.168, 40.772], [33.344, 22.023, 40.949], [34.169, 16.627, 42.713], [32.497, 26.597, 42.799], [29.303, 18.187, 42.083], [33.049, 18.640, 40.278], [27.029, 17.198, 41.556], [31.009, 26.359, 40.895], [32.125, 25.661, 40.133], [33.106, 24.015, 42.448], [34.060, 14.149, 42.278], [27.270, 15.548, 41.779]]
}

***

[4]
{
  "formula": "C20H46FN6O9P2S",
  "method": "the ωB97M-V functional and the def2-TZVPD basis",
  "fmax_ev_per_a": 9.262,
  "charge": 1,
  "e_tot_ha": -2975.58913,
  "elements": ["S", "P", "P", "F", "O", "O", "O", "O", "O", "O", "O", "O", "O", "N", "N", "N", "N", "N", "N", "C", "C", "C", "C", "C", "C", "C", "C", "C", "C", "C", "C", "C", "C", "C", "C", "C", "C", "C", "C", "H", "H", "H", "H", "H", "H", "H", "H", "H", "H", "H", "H", "H", "H", "H", "H", "H", "H", "H", "H", "H", "H", "H", "H", "H", "H", "H", "H", "H", "H", "H", "H", "H", "H", "H", "H", "H", "H", "H", "H", "H", "H", "H", "H", "H", "H"],
  "positions_angstrom": [[2.438, 1.518, 2.291], [-2.076, 3.605, 1.750], [3.831, 4.059, 2.858], [1.310, 0.878, 1.117], [4.414, -3.033, 1.380], [3.662, 5.679, 3.505], [0.373, 2.063, -9.866], [2.671, 0.831, -4.125], [-2.986, 2.312, 2.064], [-5.024, -0.510, -1.245], [3.844, 1.401, 1.582], [-5.596, -3.586, 2.710], [2.369, 0.518, 3.506], [2.776, -3.648, 2.896], [3.112, -0.447, -2.246], [-6.614, -2.013, -2.003], [-0.126, 3.645, 4.000], [1.650, 1.455, -8.033], [-4.140, -1.858, 3.212], [3.565, -0.484, -0.871], [-5.771, -0.928, -2.121], [2.710, -5.010, 2.407], [3.657, -2.768, 2.306], [4.969, 3.081, 4.088], [1.266, 3.631, 4.153], [2.084, 3.293, 2.773], [1.069, 2.355, -8.902], [-3.138, -1.324, 4.111], [-4.518, -1.083, 2.048], [-6.646, -2.746, -0.755], [-0.362, 3.270, 2.531], [-7.470, -2.444, -3.089], [0.967, 3.891, 1.728], [2.462, 1.882, -6.912], [3.043, 0.729, -2.963], [-4.745, -3.078, 3.428], [1.912, -3.256, 3.990], [2.719, -1.685, -2.886], [1.442, 0.038, -8.246], [5.749, 3.759, 4.638], [1.870, 3.870, 5.153], [1.819, -0.232, -9.237], [-3.958, -0.145, 2.010], [3.626, -1.761, 2.753], [-5.826, -0.444, -3.110], [1.291, 3.405, -8.648], [-6.937, -2.065, 0.050], [2.535, 2.972, -6.871], [-2.950, -2.009, 4.943], [-7.357, -3.574, -0.811], [0.878, 5.065, 1.838], [-1.872, 3.571, 0.296], [1.961, -0.548, -7.483], [-2.705, 4.833, 2.165], [4.618, 6.034, 3.579], [0.871, -3.402, 3.688], [2.134, -3.883, 4.858], [-0.377, 2.080, 2.621], [2.764, -0.888, -0.245], [2.439, -4.996, 1.347], [-2.209, -1.171, 3.555], [5.582, 2.286, 3.443], [1.970, -5.587, 2.969], [-8.511, -2.400, -2.758], [2.065, -2.206, 4.256], [-0.844, 3.842, 4.760], [4.444, -1.132, -0.806], [2.827, -2.527, -2.198], [-7.212, -3.473, -3.355], [-4.315, -1.671, 1.148], [-5.644, -3.133, -0.544], [0.946, 3.469, 0.630], [3.365, 1.609, -2.381], [1.677, -1.603, -3.209], [-7.345, -1.805, -3.967], [2.008, 1.517, -5.987], [3.696, -5.474, 2.512], [3.349, -1.845, -3.767], [-3.491, -0.367, 4.506], [-4.384, -3.582, 4.340], [3.465, 1.458, -7.021], [3.829, 0.515, -0.515], [4.278, 2.451, 4.795], [0.369, -0.174, -8.208], [-5.591, -0.871, 2.095]]
}

***

[5]
{
  "formula": "C20H46N6O8Sr",
  "method": "the ωB97M-V functional and the def2-TZVPD basis",
  "fmax_ev_per_a": 4.388,
  "charge": 0,
  "e_tot_ha": -1750.41522,
  "elements": ["Sr", "O", "O", "O", "O", "O", "O", "O", "O", "N", "N", "N", "N", "N", "N", "C", "C", "C", "C", "C", "C", "C", "C", "C", "C", "C", "C", "C", "C", "C", "C", "C", "C", "C", "C", "H", "H", "H", "H", "H", "H", "H", "H", "H", "H", "H", "H", "H", "H", "H", "H", "H", "H", "H", "H", "H", "H", "H", "H", "H", "H", "H", "H", "H", "H", "H", "H", "H", "H", "H", "H", "H", "H", "H", "H", "H", "H", "H", "H", "H", "H"],
  "positions_angstrom": [[-15.956, -6.070, -26.451], [-19.142, -6.102, -29.806], [-20.447, -7.015, -26.936], [-10.335, -6.971, -26.130], [-18.396, -0.317, -26.412], [-14.982, -11.525, -27.935], [-12.331, -1.762, -28.433], [-14.254, -9.735, -22.177], [-14.927, -3.223, -21.328], [-10.379, -0.702, -29.108], [-8.330, -7.670, -25.245], [-14.256, -10.994, -20.277], [-15.218, -13.829, -28.170], [-18.688, 1.720, -27.367], [-13.749, -1.472, -20.454], [-14.878, -11.331, -18.997], [-14.763, -10.095, -21.115], [-14.521, -14.178, -26.981], [-12.612, -2.204, -19.887], [-15.782, -15.029, -28.822], [-8.383, -7.003, -24.023], [-15.340, -12.542, -28.539], [-20.543, -6.331, -29.541], [-9.471, -0.257, -30.136], [-17.552, 2.276, -26.737], [-19.519, 2.569, -28.244], [-13.755, -0.117, -20.131], [-19.005, 0.396, -27.174], [-21.083, -7.121, -28.220], [-9.282, -7.612, -26.224], [-13.007, -11.711, -20.583], [-14.816, -2.030, -21.111], [-9.917, -0.721, -27.720], [-7.075, -8.328, -25.407], [-11.588, -1.290, -29.346], [-16.326, -15.657, -28.117], [-8.358, -7.704, -23.189], [-11.646, -1.758, -20.126], [-13.951, -13.413, -26.454], [-16.694, 1.606, -26.699], [-20.387, 2.071, -28.677], [-19.851, 0.137, -27.830], [-21.045, -6.791, -30.391], [-17.799, 2.513, -25.701], [-21.188, -8.153, -28.555], [-12.584, -11.531, -21.571], [-12.873, 0.460, -20.409], [-6.305, -7.559, -25.467], [-10.755, -0.728, -27.024], [-13.153, -12.785, -20.467], [-7.608, -6.253, -23.866], [-15.003, -12.414, -18.994], [-9.273, -1.575, -27.508], [-15.695, -1.381, -21.250], [-15.686, -9.589, -20.791], [-9.180, 0.791, -30.060], [-12.246, -11.600, -19.811], [-12.652, -2.168, -18.799], [-15.755, -10.716, -18.796], [-22.145, -6.894, -28.128], [-9.302, -6.423, -24.106], [-15.168, -14.626, -26.226], [-18.844, 2.935, -29.018], [-8.521, -0.777, -30.013], [-14.117, 0.033, -19.114], [-20.994, -5.339, -29.568], [-7.087, -9.067, -26.208], [-13.731, -14.880, -27.249], [-16.488, -14.759, -29.607], [-6.782, -8.876, -24.511], [-19.951, 3.404, -27.694], [-9.079, -8.236, -27.108], [-15.667, -12.447, -29.586], [-9.380, 0.186, -27.441], [-11.925, -1.332, -30.394], [-15.043, -15.568, -29.414], [-14.642, 0.314, -20.596], [-12.506, -3.270, -20.088], [-9.875, -0.511, -31.116], [-17.256, 3.286, -27.019], [-14.142, -11.089, -18.231]]
}

***

[6]
{
  "formula": "C20H46O3P4SeSn",
  "method": "the ωB97M-V functional and the def2-TZVPD basis",
  "fmax_ev_per_a": 2.300,
  "charge": 4,
  "e_above_lowest_kj_mol": 59.4,
  "elements": ["Sn", "Se", "P", "P", "P", "P", "O", "O", "O", "C", "C", "C", "C", "C", "C", "C", "C", "C", "C", "C", "C", "C", "C", "C", "C", "C", "C", "C", "C", "H", "H", "H", "H", "H", "H", "H", "H", "H", "H", "H", "H", "H", "H", "H", "H", "H", "H", "H", "H", "H", "H", "H", "H", "H", "H", "H", "H", "H", "H", "H", "H", "H", "H", "H", "H", "H", "H", "H", "H", "H", "H", "H", "H", "H", "H"],
  "positions_angstrom": [[0.064, 0.529, -0.349], [-0.055, 3.018, -3.520], [0.627, -1.397, 1.672], [2.670, 0.901, -0.366], [-0.570, 2.755, 1.063], [-3.798, -0.801, 0.372], [-3.138, -0.766, 1.932], [-2.705, -1.911, -0.220], [-5.149, -1.676, 0.616], [-0.659, -2.600, 2.130], [-0.169, 3.131, -7.785], [-0.837, 4.079, -0.155], [0.728, 3.374, 2.184], [-5.091, -2.964, 1.278], [-0.250, 2.586, -5.405], [-2.101, 2.707, 2.038], [-0.136, 1.771, -8.105], [0.534, -1.745, -1.964], [0.030, -0.560, -2.493], [-3.921, -0.384, 3.075], [3.572, 1.067, 1.206], [-0.237, 3.547, -6.450], [-0.217, 0.820, -7.081], [2.920, 2.479, -1.232], [3.663, -0.292, -1.312], [0.955, -0.642, 3.310], [-0.303, 1.228, -5.748], [2.056, -2.543, 1.544], [-3.047, -2.908, -1.184], [4.674, 0.128, -1.436], [0.080, 4.267, -0.731], [3.738, -1.253, -0.781], [-0.262, 4.610, -6.206], [1.653, 3.610, 1.638], [-0.874, -3.245, 1.268], [0.390, 4.285, 2.698], [2.293, 2.525, -2.138], [1.587, -2.005, -2.066], [3.224, -0.463, -2.305], [1.133, -1.440, 4.048], [0.077, -0.059, 3.621], [-0.054, 1.443, -9.142], [-1.147, 5.012, 0.337], [-2.486, -2.706, -2.096], [-5.773, -2.905, 2.129], [-1.580, -2.070, 2.414], [0.961, 2.613, 2.944], [-1.946, 2.156, 2.975], [-2.745, -3.884, -0.801], [-3.216, 0.057, 3.788], [3.004, -2.002, 1.442], [-2.886, 2.183, 1.472], [-0.136, 3.870, -8.591], [-4.085, -3.241, 1.632], [-5.444, -3.716, 0.567], [1.836, 0.014, 3.273], [-2.452, 3.721, 2.278], [-0.150, -2.522, -1.617], [-4.402, -1.282, 3.499], [-1.060, -0.450, -2.653], [-4.114, -2.921, -1.415], [-0.380, 0.491, -4.952], [0.673, 0.118, -3.085], [3.641, 0.101, 1.724], [1.912, -3.195, 0.673], [-4.685, 0.359, 2.813], [-0.862, 1.909, -2.799], [2.656, 3.327, -0.584], [-1.620, 3.776, -0.866], [4.592, 1.414, 0.978], [3.087, 1.796, 1.869], [-0.210, -0.243, -7.306], [3.981, 2.554, -1.516], [-0.288, -3.219, 2.962], [2.100, -3.168, 2.448]]
}

***

no.,M (g/mol)
1,355.4
2,667.5
3,598.2
4,627.6
5,586.2
6,656.2